Entry 1:
Density functional theory data (ωB97M-V/def2-TZVPD) for a structure of composition C3H5AgLiO.

Structure (XYZ):
```
11
Properties=species:S:1:pos:R:3:forces:R:3
Ag 3.8149 -0.6607 0.4850 -0.2 -0.4 -0.3
O 1.9374 -1.3412 -0.5376 0.8 0.7 1.0
C -1.1112 0.1951 0.9768 -0.6 1.9 -0.6
C 1.1404 -0.3470 -0.5542 0.7 -1.6 -2.4
C -1.4731 0.7948 -0.1963 -1.3 -0.6 2.1
Li -0.6247 -1.5410 -1.1153 0.4 0.8 0.5
H 1.6848 0.5717 -0.9491 -0.2 0.1 0.8
H -0.3630 0.6681 1.6144 0.6 -0.3 -0.7
H -0.9599 1.6287 -0.6783 0.2 -0.3 0.5
H -2.4771 0.6423 -0.5995 0.3 -0.6 -0.2
H -1.5685 -0.6110 1.5541 -0.7 0.2 -0.7
```
Forces are in eV/Å.

Net charge: +1
Kohn-Sham gap (eV): 5.711

Entry 2:
Density functional theory data (ωB97M-V/def2-TZVPD) for a cluster of 11 separate species, C23H68N8O11 in total.

Structure (XYZ):
```
110
Properties=species:S:1:pos:R:3:forces:R:3
O 0.3469 1.4576 -1.1008 6.8 -3.5 -6.0
O -2.6251 -0.5964 -3.1908 7.7 -4.0 0.4
O -3.2411 -4.3124 -0.6928 7.9 -4.8 -7.9
O 1.9119 -1.0714 2.2422 -5.3 2.5 0.9
O -0.0481 4.4746 2.8522 -2.3 -4.0 2.9
O 1.6579 0.9746 -3.7908 -5.3 3.9 7.7
O 2.2149 -2.6504 -1.9728 -8.0 -4.8 -6.7
O -0.7131 -3.4974 1.2312 0.4 1.6 -4.8
O 3.0229 3.3116 -3.1228 0.2 -0.5 0.4
O 2.0489 2.8986 1.4702 -10.1 0.6 -3.7
O -2.5251 -0.0684 3.5242 6.9 3.2 8.0
N -0.6711 -1.6854 -0.1818 -0.2 5.2 0.9
N -0.6221 -3.6204 -1.1078 1.2 -5.5 -4.5
N -0.2351 -0.7004 -2.5978 1.3 3.7 -0.2
N -1.0411 -2.4454 -3.4078 0.1 -5.2 -3.9
N -1.4811 2.6636 2.8712 -2.2 -1.6 -0.3
N -0.3661 3.1326 4.7462 0.4 -1.7 2.8
N 0.6919 0.7946 2.8462 0.9 4.3 1.7
N -0.4301 -0.9184 2.2252 -3.9 -3.6 0.4
C -0.4291 3.5096 -0.4928 -1.6 -0.7 -1.1
C -4.6901 0.4676 3.1322 0.6 0.3 -0.3
C 3.1319 1.6156 -5.5318 -0.7 2.3 -0.2
C -5.1991 -4.3714 0.2872 -1.4 0.0 1.2
C 2.4999 -0.6694 -0.8058 1.6 0.6 2.0
C -0.5291 1.9946 -0.3808 -5.5 2.2 4.3
C 3.2319 -0.5014 -4.2948 1.6 -0.2 -1.1
C -3.8671 -3.5824 0.0592 -7.8 3.7 6.7
C 2.3059 0.6106 -4.7988 5.4 -4.1 -4.8
C -3.5051 -0.4244 2.8442 -6.5 -2.2 -6.2
C 0.7239 -0.4394 2.4572 8.4 -1.8 -0.7
C -0.6371 -2.9494 -0.0258 -0.4 -1.3 7.9
C -1.3221 -1.2294 -3.1118 -7.4 7.1 0.4
C 3.0319 -2.9264 0.0612 -0.9 3.3 1.6
C -0.6251 3.4536 3.5042 2.2 5.3 -4.0
C 3.2119 2.9486 1.8942 7.7 -0.6 2.7
C -1.9341 1.3856 -0.7808 2.1 1.8 1.9
C 3.8409 1.6606 1.3932 1.1 -0.6 0.5
C -3.7831 -1.8794 3.0032 -2.2 -0.2 -0.1
C 3.4959 2.8606 -1.8368 -2.3 -0.7 -1.0
C 2.9669 -2.0304 -1.2028 5.7 2.7 6.4
C 3.2349 3.0326 3.4302 1.4 0.3 0.6
C -4.2401 -2.1894 -0.4488 0.1 1.3 0.3
H -5.4971 0.0826 2.5722 -1.2 0.2 -0.9
H -4.5521 -2.1854 -1.4838 0.1 -0.5 -0.5
H -2.5901 1.8576 -0.1088 -1.5 1.0 0.6
H -1.7301 2.8956 1.9342 0.2 0.2 -0.5
H -2.1441 2.0016 3.3252 1.0 0.9 -0.2
H -0.0031 3.8566 5.3562 0.3 -0.6 -0.2
H 2.2249 3.1196 3.8722 0.6 0.0 -0.2
H -4.3961 1.5096 2.8362 -0.8 -0.8 0.6
H 4.7629 1.5036 1.9722 0.1 -0.1 -0.6
H 3.7889 2.1816 3.8322 -0.5 -0.3 0.2
H 3.3689 -3.8364 -0.2248 1.1 -3.0 -0.6
H -5.8951 -4.4734 -0.5958 1.1 0.2 0.6
H 2.7129 3.1196 -1.0958 0.6 -0.1 0.1
H -4.6741 -2.0894 2.3912 0.6 -0.5 0.0
H -0.4361 -4.6494 -1.0178 -0.3 1.5 -0.1
H 1.5869 -0.7204 -0.2238 0.2 -0.2 0.5
H -2.0851 0.3696 -0.5578 0.4 -1.5 0.0
H -2.3251 -3.9204 -0.8438 -1.5 -1.2 0.0
H 3.6479 1.7516 -1.8118 0.1 0.9 -0.1
H -3.4051 -3.6224 1.0552 0.0 1.0 0.2
H 3.3279 -0.1914 -0.2178 -1.1 -0.6 -0.2
H 1.2129 1.7656 -0.7808 0.1 -0.4 -0.5
H 3.2879 1.2516 -6.5428 -0.1 0.2 -0.2
H 2.3839 2.6476 -3.4448 0.2 0.4 0.5
H -3.2441 -0.3074 1.7302 -0.2 0.1 1.2
H 3.9229 -0.9344 -5.0388 -0.1 0.4 0.1
H 1.5389 0.2286 -5.4028 -0.4 -1.0 -2.5
H 3.8019 -0.1524 -3.4208 0.0 0.3 -0.5
H -0.1531 1.4086 2.9632 1.3 -1.7 -0.8
H 0.5729 3.8596 -0.3908 0.9 0.0 -0.1
H 1.5889 3.6986 1.7552 -0.9 0.0 -0.1
H -4.9791 -5.3744 0.7072 0.1 0.4 -0.6
H 1.5619 1.3096 2.7332 -0.5 -0.2 0.3
H -4.0701 -2.1684 4.0032 -0.1 0.3 0.8
H -1.2471 -0.5174 2.6982 0.8 -0.2 -0.2
H -2.9481 -2.4834 2.7742 0.9 -0.7 -0.7
H 0.8929 0.3766 -3.6788 0.6 1.0 0.2
H -0.4591 2.1256 5.0602 0.1 2.1 -0.3
H -4.9941 0.3206 4.1712 0.2 0.5 0.2
H 2.7069 -1.3314 -3.9318 -1.2 -1.3 0.6
H 3.5839 -2.4904 0.8662 1.1 0.2 0.3
H 4.0239 1.6766 0.2962 0.0 0.0 0.9
H -2.7291 -0.2064 4.5122 0.7 0.2 -1.9
H 0.6179 -1.2774 -2.5948 -0.1 0.6 0.3
H -5.8121 -3.9254 1.1072 0.3 0.1 -0.6
H -0.1381 -2.6604 -3.9158 -1.5 0.4 0.7
H -0.7231 -3.1824 -2.0918 0.2 -0.9 2.1
H -5.1011 -1.7034 0.0492 0.4 -0.4 0.3
H 2.0819 -2.9944 0.6422 -0.1 0.0 -1.1
H -0.2051 0.3036 -2.2498 0.3 -1.3 -0.3
H 1.4489 -2.9734 -1.4408 0.5 -0.1 -0.7
H 4.3739 3.4046 -1.6318 1.1 0.4 0.4
H -0.5151 -1.1014 -1.0508 -0.3 -1.8 1.8
H -0.9491 3.9836 0.3242 -0.7 0.6 -0.2
H -1.8541 -2.9244 -3.7428 -0.3 -0.6 -0.6
H 2.3049 0.0296 -1.5458 -0.2 0.9 -2.2
H -3.4081 -1.4684 -0.4068 -0.1 -0.2 0.0
H 3.9629 -2.0484 -1.6898 0.0 0.6 0.5
H 2.5269 2.5866 -5.5188 1.0 -1.1 -0.6
H -0.1861 1.6786 0.5862 -1.2 0.2 1.8
H 3.6889 3.8386 1.4902 1.0 0.2 -0.1
H -0.6751 -1.1734 0.7642 0.0 -0.3 -2.0
H -2.1681 1.6126 -1.7768 -0.4 0.3 -1.4
H 3.8799 3.8756 3.7272 -0.6 0.0 0.1
H 3.1899 0.7796 1.6462 0.4 0.8 -0.2
H 4.1249 1.8496 -5.1148 -0.5 -0.2 0.2
H -0.7931 3.6826 -1.5418 0.1 0.7 1.1
H -0.4311 -1.9484 2.1792 -0.3 -0.3 0.0
```
Forces are in eV/Å.

SMILES string: NC(N)=O.NC(N)=O.NC(N)=O.NC(N)=O.CC(C)O.CC(C)O.CC(C)O.CC(C)O.CC(C)O.CC(C)O.CO
Kohn-Sham gap (eV): 8.887

Entry 3:
Density functional theory data (ωB97M-V/def2-TZVPD) for a structure of composition C27H22ClCoNOPTe.

Structure (XYZ):
```
55
Properties=species:S:1:pos:R:3:forces:R:3
Te 1.8082 2.7402 -1.1552 0.5 0.0 -0.5
Co 0.1075 1.7820 0.5880 -0.3 0.4 -0.8
Cl 1.4389 1.0307 2.2621 0.8 0.2 0.8
P -1.0692 -0.2344 0.7930 -0.5 -0.9 0.3
O -1.4754 3.4654 3.6091 0.6 0.4 -0.2
N -1.4635 2.7155 1.3079 0.4 0.7 -0.1
C 2.9155 1.3782 -5.0426 0.0 0.0 0.0
C 0.0598 -1.2827 1.7611 0.0 0.3 -0.1
C 2.0831 -1.4437 3.0989 0.1 0.3 0.1
C -2.2487 -2.6249 -2.2532 0.0 0.0 -0.1
C -3.2712 2.8195 2.5468 0.1 0.1 0.1
C -3.3656 -1.6767 0.1205 0.1 0.0 0.0
C 3.5498 0.9867 -2.7501 -0.2 0.2 -0.2
C -1.9116 3.3498 2.3634 -0.5 -0.6 0.1
C -2.7216 2.6619 3.9902 -0.6 -0.6 -0.1
C 4.6960 0.3307 -3.1779 0.0 0.0 0.0
C -2.7283 1.8507 1.4631 -0.3 -0.2 0.1
C 4.9408 0.1839 -4.5343 0.0 0.0 0.0
C 1.1695 -0.7012 2.3803 -0.3 -0.8 -0.1
C 3.2380 1.1232 -1.2855 -0.1 -0.1 0.3
C 4.0529 0.7076 -5.4638 0.0 0.0 0.0
C -3.5393 -2.9880 -1.8889 0.0 0.0 0.0
C -4.0942 -2.5157 -0.7070 -0.1 -0.1 0.0
C 1.3965 2.1745 -3.2000 -0.4 -0.1 0.1
C -2.0695 -1.3160 -0.2448 0.2 0.2 -0.1
C -0.0980 -2.6614 1.8647 0.0 0.1 0.0
C -2.3706 1.2563 4.3388 0.1 0.2 0.1
C 1.8994 -2.8169 3.1972 -0.1 0.0 -0.1
C -1.5131 -1.7838 -1.4368 0.0 0.1 0.1
C 0.8152 -3.4222 2.5801 0.0 -0.1 0.0
C 2.6534 1.5095 -3.6852 0.3 -0.1 0.3
C -2.1848 0.5497 1.9933 0.1 0.2 0.1
C -2.0971 0.3221 3.3735 -0.1 -0.2 -0.3
H -3.7941 -1.3110 1.0457 0.0 0.0 0.0
H 1.1249 3.0580 -3.7724 0.0 0.1 0.1
H -0.9417 -3.1342 1.3776 0.0 0.0 0.0
H 4.1146 1.3542 -0.6844 0.0 0.1 0.0
H -3.2615 3.1964 4.7635 0.0 0.1 -0.1
H -1.8193 -2.9929 -3.1753 0.0 0.0 0.0
H 0.5515 1.4855 -3.1933 0.0 0.1 0.0
H -3.3300 1.7707 0.5590 0.0 0.0 0.0
H -4.1163 -3.6409 -2.5297 0.0 0.0 0.0
H 2.6150 -3.4081 3.7514 0.0 0.0 0.0
H -4.2207 3.3125 2.3931 0.1 0.1 0.0
H 2.9285 -0.9631 3.5744 0.0 0.0 0.0
H 0.6813 -4.4928 2.6539 0.0 0.0 0.0
H 2.2392 1.8050 -5.7733 0.0 0.0 0.0
H -0.5061 -1.4893 -1.7127 0.0 0.0 -0.1
H 2.7679 0.2197 -0.8922 0.0 0.0 0.1
H -2.2844 1.0010 5.3862 0.0 0.0 0.0
H -1.7474 -0.6546 3.6917 0.0 0.0 0.1
H 5.4043 -0.0552 -2.4549 0.0 0.0 0.0
H 5.8339 -0.3270 -4.8674 0.0 0.0 0.0
H -5.0976 -2.8070 -0.4265 0.0 0.0 0.0
H 4.2553 0.6028 -6.5209 0.0 0.0 0.0
```
Forces are in eV/Å.

Multiplicity: 5
Net charge: +2
Kohn-Sham gap (alpha / beta) (eV): 8.045 / 6.132

Entry 4:
Density functional theory data (ωB97M-V/def2-TZVPD) for a structure of composition C35H37F6N5O7P2ReS4.

Structure (XYZ):
```
97
Properties=species:S:1:pos:R:3:forces:R:3
Re 0.2923 0.1563 0.0978 0.0 0.8 -2.6
S -3.1500 5.0915 4.8154 -0.1 0.0 -0.1
S -1.2514 -3.6020 -0.6718 -0.2 0.4 0.2
S 1.3992 -3.0585 -0.9379 -0.5 0.0 0.0
S -0.8977 0.0507 -2.2786 -0.3 0.1 0.9
P -0.8533 2.2972 0.1163 -0.1 -0.6 0.2
P -0.2551 0.9638 2.3828 0.3 -0.1 -0.5
F -0.2648 -1.9295 1.7990 -0.4 0.3 0.2
F 2.4247 -1.8444 1.1511 0.0 -0.2 -0.1
F 3.8603 -2.7499 -0.1890 0.1 -0.1 -0.1
F 2.7212 -3.9872 1.1775 0.0 -0.1 -0.1
F -2.8178 -1.4550 -0.4537 -0.1 0.3 0.2
F -4.0110 -3.0335 1.0967 -0.1 0.1 -0.1
O 1.9368 -3.8365 -2.0042 0.0 0.2 0.1
O -2.3870 -3.1349 2.5719 0.0 0.0 0.0
O -1.2907 -3.0745 -2.0052 -0.1 -0.3 0.2
O 2.6082 1.5649 -1.3083 0.1 -0.5 0.6
O 1.1527 -1.6340 -1.2925 0.5 0.0 0.8
O 1.8286 0.8973 -0.4699 -0.7 0.1 0.1
O -2.0587 -4.7244 -0.3195 0.3 0.2 0.2
N -1.2287 2.2412 1.7772 0.1 0.2 0.1
N 1.3602 0.7384 -3.6238 0.0 -0.1 0.0
N 0.2285 -3.6903 -0.1043 0.1 -0.2 -0.4
N -0.9115 -1.2301 0.7411 0.1 -0.6 0.4
N 0.3004 -0.9930 -4.4548 -0.1 -0.2 0.0
C -2.7235 0.2153 3.3973 0.0 0.1 0.1
C 0.8169 2.1290 4.6703 0.1 0.1 0.0
C 0.0183 3.8483 -0.1347 0.0 0.0 -0.3
C -0.7793 -0.7459 4.4685 0.0 0.0 0.0
C 1.4235 -0.8075 -5.3859 -0.1 0.0 0.0
C -3.2271 5.2606 3.0320 0.1 0.0 -0.1
C -2.9851 -1.2934 5.2482 0.0 0.0 0.0
C 2.2117 0.3557 -4.7609 0.0 0.0 0.2
C -2.3557 2.9138 -2.1212 -0.1 0.1 0.1
C -1.3385 0.0977 3.5085 0.1 -0.1 0.0
C -3.5058 2.8757 -2.8904 0.0 0.0 0.0
C -2.7653 -2.8092 1.5081 -0.1 0.3 0.2
C -2.3682 2.3659 -0.8353 -0.1 0.1 0.1
C -3.5446 -0.4715 4.2798 0.0 0.0 0.0
C 0.3455 -0.1098 -3.4790 0.3 -0.1 -0.1
C -1.9925 -2.1210 0.3756 0.7 -0.8 -0.8
C 2.3066 1.9313 2.7721 -0.1 -0.1 0.1
C 3.2864 2.6189 3.4732 0.0 0.0 0.0
C 1.2618 6.3200 -0.4232 0.0 0.0 0.0
C 1.4018 3.9530 -0.0082 0.0 0.0 0.1
C -1.6062 -1.4354 5.3384 0.0 0.0 0.0
C 3.0269 3.0785 4.7567 0.0 0.0 0.0
C 2.6889 -2.9405 0.3883 -0.1 0.4 0.2
C 2.0186 5.1857 -0.1675 0.0 0.1 0.0
C -2.9787 3.9150 2.3342 0.1 -0.1 0.2
C -1.5515 3.4187 2.5749 -0.3 0.0 0.0
C 1.8001 2.8222 5.3605 -0.1 0.0 0.0
C -0.1229 6.2286 -0.5181 0.0 0.0 0.0
C 1.0607 1.7038 3.3590 0.1 -0.1 0.0
C -0.7459 4.9983 -0.3844 0.1 0.0 0.0
C -1.9584 6.3102 5.2959 0.0 0.0 0.2
C -4.6632 1.7022 -1.1304 0.0 -0.1 0.0
C -3.5182 1.7438 -0.3494 0.1 0.1 0.0
C -4.6567 2.2713 -2.3970 0.0 0.0 0.0
C -0.6203 -2.1092 -4.6236 -0.1 0.2 -0.1
H -0.0492 -3.0355 -4.6748 0.0 0.0 0.0
H -5.5504 2.2367 -3.0071 0.0 0.0 0.0
H 1.6140 3.1524 6.3758 0.0 0.0 0.0
H -1.1767 -2.0935 6.0832 0.0 0.0 0.0
H 1.7503 7.2780 -0.5533 0.0 0.0 0.0
H -1.9020 6.3055 6.3834 0.0 0.0 0.0
H -1.8229 4.9297 -0.4847 0.1 0.0 -0.1
H -4.2386 5.6264 2.8153 0.0 0.0 0.1
H -3.6274 -1.8333 5.9328 0.0 0.0 0.0
H 1.7390 1.2217 -2.8086 0.1 0.1 0.0
H -2.5007 6.0196 2.7376 0.0 0.0 0.0
H -2.2857 7.2901 4.9335 0.1 -0.1 0.0
H -1.2915 -2.1676 -3.7746 0.1 0.1 -0.2
H -1.4381 3.1451 3.6290 0.0 0.0 0.0
H -0.8362 4.2219 2.3575 0.0 0.0 0.0
H 3.7902 3.6233 5.2986 0.0 -0.1 0.0
H 2.0045 3.0855 0.2020 0.0 0.0 -0.1
H -0.1261 1.8958 5.1529 0.0 0.0 0.0
H -0.9910 6.0440 4.8554 -0.1 0.1 0.0
H 3.0975 5.2542 -0.1027 -0.1 0.0 0.0
H -3.6927 3.1688 2.6921 0.0 0.0 -0.1
H -0.7163 7.1141 -0.7120 0.0 0.0 0.0
H -3.5061 3.3114 -3.8822 0.0 0.0 0.1
H 3.2013 0.0586 -4.4185 0.0 -0.1 0.1
H -1.4552 3.3740 -2.5094 0.0 -0.1 0.0
H -5.5557 1.2137 -0.7576 0.1 0.0 0.0
H -1.1925 -1.9878 -5.5435 0.1 0.0 -0.1
H 4.2570 2.7876 3.0232 -0.1 0.0 0.0
H 2.3215 1.1936 -5.4435 0.0 0.0 0.0
H -3.1569 4.0604 1.2687 -0.1 0.0 0.0
H 1.0454 -0.5721 -6.3796 0.0 0.0 0.0
H 1.9976 -1.7305 -5.4497 0.0 0.0 0.0
H 2.5142 1.5459 1.7803 0.1 0.0 0.1
H -3.5129 1.2921 0.6360 0.0 0.0 -0.1
H -4.6210 -0.3763 4.2053 0.0 0.0 0.0
H 0.2969 -0.8682 4.5267 0.0 0.0 0.0
H -3.1527 0.8485 2.6305 0.0 -0.1 0.0
```
Forces are in eV/Å.

Multiplicity: 2
Net charge: +2
Kohn-Sham gap (alpha / beta) (eV): 6.090 / 2.805

Entry 5:
Density functional theory data (ωB97M-V/def2-TZVPD) for a cluster of 2 separate species, C4H9O2 in total.

Structure (XYZ):
```
15
Properties=species:S:1:pos:R:3:forces:R:3
O 2.3242 -0.0325 -1.3857 0.1 0.0 0.1
O 0.6912 1.2160 -2.3031 -0.1 0.0 -0.1
C 0.0541 0.7787 2.0340 -0.4 0.0 0.0
C -1.2259 0.2687 1.3636 0.5 -0.5 0.2
C 0.3154 -1.1208 -2.0285 -0.5 -0.7 0.9
C 1.2037 0.1464 -1.9108 0.3 -0.2 -0.3
H -1.8253 -0.3450 2.0486 -0.1 0.4 0.1
H 0.6938 1.2958 1.3208 0.0 0.0 -0.1
H -0.9907 -0.4041 0.5372 0.0 0.3 -0.1
H 0.6404 -0.0350 2.4563 0.0 -0.1 0.1
H -1.7889 1.1229 1.0054 -0.3 -0.1 -0.2
H -0.2279 1.4680 2.8380 0.3 0.0 0.0
H -0.6328 -0.8402 -1.5657 -0.2 -0.1 -0.1
H 0.0598 -1.5724 -2.9932 0.3 0.6 -0.3
H 0.7090 -1.9464 -1.4170 0.2 0.3 -0.1
```
Forces are in eV/Å.

Net charge: -1
Kohn-Sham gap (eV): 7.784

Entry 6:
Density functional theory data (ωB97M-V/def2-TZVPD) for a cluster of 3 separate species, C5H13NO2 in total.

Structure (XYZ):
```
21
Properties=species:S:1:pos:R:3:forces:R:3
O 2.9070 0.6213 -0.3760 -0.4 -0.4 0.2
O 0.8930 1.6453 -0.0836 2.5 -0.8 0.5
N 1.8958 0.4984 1.6267 -0.1 -0.3 -0.4
C 0.8334 -1.4829 -0.6272 -2.8 0.9 -0.7
C -2.1023 0.1178 1.0212 0.1 -0.4 -0.1
C 1.7860 0.8733 0.3278 -0.2 2.6 0.2
C -2.1245 0.3482 -1.4572 0.2 -0.8 -0.1
C -1.4471 0.3419 -0.3117 0.7 3.4 0.3
H 1.7574 -1.7262 -0.1109 -0.2 0.6 0.5
H -3.1307 -0.2302 0.9155 0.0 0.0 0.1
H 2.7691 0.9110 -1.2871 -0.1 0.1 0.1
H -3.1296 -0.0487 -1.5343 -0.2 0.1 0.0
H 0.2095 -2.3751 -0.6073 0.1 -0.3 -0.2
H -1.6363 0.5645 -2.3990 0.0 0.2 0.0
H -0.1284 -0.6075 -0.4446 3.5 -2.2 0.3
H -0.3857 1.0509 -0.2481 -3.2 -2.3 -0.3
H -2.1018 1.0338 1.6169 0.0 0.0 -0.1
H 1.0826 0.6291 2.2059 0.0 -0.1 -0.1
H 1.0756 -1.2791 -1.6696 0.1 -0.2 -0.2
H 2.5236 -0.2561 1.8498 -0.1 0.1 0.0
H -1.5464 -0.6298 1.5928 0.0 -0.1 0.1
```
Forces are in eV/Å.

SMILES string: NC(=O)O.C=CC.C
Kohn-Sham gap (eV): 9.193

E in Eh, matching the order above: -346.6483; -2182.4768; -3623.7134; -5108.5152; -308.3361; -403.4501